This record from the Open Molecules 2025 dataset describes a cluster of 7 separate species, C55H65F10N7O8S in total. The level of theory is ωB97M-V/def2-TZVPD.

The geometry in XYZ format:
```
146
Properties=species:S:1:pos:R:3:lowdin_charge:R:1
S 6.5725 -0.4587 -2.1743 1.0054
F 6.8308 2.0320 -4.2628 0.0507
F 6.3843 1.0861 -1.5934 -0.1645
F 5.3033 1.2127 -5.7320 0.0405
F 6.2972 -0.9401 -4.7626 0.0438
F 4.3595 -0.7844 -3.6204 0.0727
F 8.0550 -0.1597 -2.8676 -0.1782
F -3.7810 0.4188 -2.6615 -0.0142
F 7.3783 -0.8363 -0.7618 -0.1618
F 6.6799 -2.1038 -2.5751 -0.1736
F 5.1212 -0.8515 -1.3851 -0.1935
O 2.5812 1.0127 -2.1634 -0.0465
O -6.7069 0.8428 -2.5672 -0.0789
O -2.7331 -1.0525 -4.3567 -0.2270
O -7.0835 1.4257 -0.3131 0.0141
O 0.5160 1.5446 -4.9365 -0.0605
O -1.7742 1.4085 -2.5344 0.0066
O 1.0491 -1.5282 -1.3550 -0.0200
O 0.7549 3.4710 -0.9602 -0.1880
N 1.9817 1.8432 -3.1010 -0.1143
N -1.5957 0.5064 2.1392 0.0487
N 13.1682 0.2663 -4.4439 0.0508
N 2.2166 -3.9031 1.6051 0.0558
N -4.0994 -3.1803 0.1205 0.0593
N -3.7406 -2.7577 7.0622 0.0574
N -3.3373 1.2358 10.8676 0.0523
C 4.4732 2.3121 -3.7377 -0.0279
C -1.7360 4.6213 -2.3525 -0.0244
C -1.0801 -0.4969 2.8684 -0.1553
C -2.9491 -1.7432 -5.6388 -0.1067
C -2.8094 1.2311 -3.4256 -0.3385
C -4.2329 -5.5604 -0.2126 -0.0777
C -5.2768 2.0475 -4.1903 -0.1281
C 0.6305 1.3549 -3.4756 -0.3039
C -2.1930 -4.4052 -0.6922 -0.0630
C -1.8258 -1.2835 3.7316 -0.0663
C 13.7080 -0.7214 -3.7125 -0.1573
C 0.0118 6.0011 -4.4136 -0.0544
C -2.8256 -3.2367 -0.3001 -0.1357
C 2.9580 1.9385 -4.2063 -0.1267
C -5.3330 -4.2842 8.7732 -0.0817
C -3.7168 0.8903 12.1081 -0.1582
C 12.9889 -1.5069 -2.8260 -0.0784
C 5.6237 -0.1563 -3.7549 -0.2937
C -4.3185 -0.3175 12.4228 -0.0806
C -3.9762 -4.5491 8.6531 -0.0698
C -4.7754 -4.3396 0.1548 -0.1516
C -0.7064 3.6930 -3.1136 -0.0552
C -2.9092 0.7408 2.2738 -0.1641
C 4.2611 -2.1864 2.4228 -0.0840
C -1.8985 6.1263 -2.6072 -0.0714
C -0.5868 2.1302 -2.7273 -0.2381
C -2.6435 0.3711 -4.7562 -0.1069
C -3.2287 -3.7619 7.7918 -0.1469
C -6.5720 0.6334 -1.1643 -0.3801
C -4.5466 -1.2236 11.3969 -0.0765
C -5.8881 -3.2510 8.0323 -0.0810
C 5.5881 1.3290 -4.3156 -0.3109
C 2.4424 -2.7312 0.9864 -0.1430
C 11.6316 -1.2579 -2.6813 -0.0751
C -3.1828 -1.0185 3.8523 -0.0739
C 11.0480 -0.2418 -3.4237 -0.0698
C 0.1640 -0.9275 -2.0176 -0.1564
C -1.0412 6.8721 -3.6667 -0.0697
C 0.1579 4.4667 -4.1219 0.0053
C -4.1661 -0.8917 10.1048 -0.0655
C 4.0486 -3.3899 3.0805 -0.0853
C -3.7537 2.5087 -3.8016 -0.0645
C -0.0665 2.3052 -1.1691 -0.1078
C -6.3152 2.1906 -2.9633 -0.1678
C 1.5253 3.3847 0.2624 -0.2454
C 11.8529 0.4850 -4.2862 -0.1489
C 1.3959 4.7034 1.1941 -0.0726
C 3.4447 -1.8468 1.3536 -0.0725
C -5.0563 -2.5239 7.1960 -0.1760
C -5.8131 -0.6483 -0.5234 -0.0228
C 0.5093 -0.2653 -3.4014 -0.0217
C -3.5679 0.3403 9.8939 -0.1423
C 3.0225 -4.2078 2.6355 -0.1637
C -3.7387 0.0142 3.1105 -0.0725
C -2.9146 -5.5889 -0.6451 -0.0795
H 0.7558 4.4100 2.1072 0.0807
H -1.3590 -2.0820 4.2945 0.1019
H 5.0555 -1.5196 2.7408 0.1031
H 4.7461 3.3425 -4.1936 0.1460
H -3.2974 1.5557 1.6709 0.0996
H 2.6428 3.1913 0.0365 0.1111
H -5.6371 2.7725 -5.0045 0.1156
H 13.4772 -2.2924 -2.2628 0.0999
H 4.6662 -3.6860 3.9195 0.0973
H -6.9428 -3.0157 8.1023 0.1070
H -3.2850 3.1907 -4.5834 0.1282
H 1.5299 -0.6916 -3.7492 0.1393
H -5.0168 -2.1794 11.6027 0.1021
H -3.2498 0.6441 8.9018 0.1048
H 11.0346 -1.8502 -1.9961 0.1063
H -1.0066 2.4341 -0.5095 0.1505
H 0.9572 5.5705 0.5985 0.0835
H 14.7726 -0.8750 -3.8579 0.1004
H 1.7761 -2.5074 0.1584 0.0625
H -2.3022 -2.2859 -0.3159 0.0902
H -5.9332 2.8102 -2.0865 0.1270
H -6.2500 -0.9605 0.4809 0.0860
H -4.0661 -1.9187 -5.8243 0.1054
H -2.1635 -3.9276 7.6664 0.1057
H 0.9750 3.9430 -4.7041 0.0688
H -4.6022 -0.5438 13.4432 0.0990
H 2.7255 2.7423 -5.0026 0.1301
H 4.5583 2.5070 -2.6066 0.1289
H 2.9346 1.5916 -1.4516 0.1029
H -4.3299 -1.5743 9.2801 0.0575
H -4.6908 -0.4127 -0.3963 0.0753
H -3.5098 -5.3480 9.2159 0.1036
H 2.4488 4.9081 1.5999 0.0748
H -7.2779 2.7158 -3.3342 0.1350
H 2.8193 -5.1600 3.1153 0.0974
H -2.3991 -2.7446 -5.5924 0.0991
H -2.6786 6.7009 -1.9847 0.0935
H -4.8255 -6.4655 -0.1628 0.0997
H -3.9108 3.0341 -2.7820 0.1057
H 11.4423 1.2874 -4.8905 0.1022
H -0.0147 -0.6625 2.7403 0.0965
H -0.2340 -0.6883 -4.1825 0.1271
H -5.8033 -4.2653 0.4963 0.1022
H 0.8080 0.7322 -5.3993 0.1006
H 1.2022 2.4891 0.9232 0.1269
H -2.5084 -1.1686 -6.5284 0.0936
H -5.3364 0.9675 -4.5448 0.1120
H -2.4196 4.1588 -1.5475 0.1058
H 3.0072 0.9488 -4.8102 0.1269
H -3.4920 0.5004 -5.5303 0.1334
H -0.9047 -0.9158 -1.5712 0.1379
H -1.2074 7.9806 -3.8474 0.0838
H -2.4544 -6.5249 -0.9427 0.1052
H -5.4441 -1.7082 6.5939 0.1060
H -1.6739 0.4709 -5.3328 0.1165
H 9.9930 -0.0197 -3.3350 0.0708
H -4.7937 0.2487 3.1808 0.1025
H 0.4991 1.4018 -0.7813 0.1184
H -1.1625 -4.3901 -1.0253 0.1036
H -5.9515 -4.8772 9.4381 0.1076
H 3.5829 -0.9160 0.8174 0.0904
H -3.5207 1.6331 12.8748 0.1002
H -5.8647 -1.5052 -1.2976 0.0852
H -3.8004 -1.6115 4.5179 0.0812
H 0.6708 6.5319 -5.1921 0.0873
```

Calculated values
LUMO: -1.52 eV
orbital gap: 7.2 eV
max |F|: 4.9 eV/A
molecular weight: 1174.213 g/mol
structure (SMILES): CCOC[C@@](O[C@@](F)(CCCOC(C)=O)COC)(c1ccccc1)[C@](O)(CC=O)N(O)CCC(F)(F)C(F)(F)S(F)(F)(F)(F)F.c1ccncc1.c1ccncc1.c1ccncc1.c1ccncc1.c1ccncc1.c1ccncc1
HOMO: -0.322 Eh
spin multiplicity: 1



This record from the Open Molecules 2025 dataset describes a structure of composition C55H66AsNNaO4PS5Sb. The level of theory is ωB97M-V/def2-TZVPD.

The geometry in XYZ format:
```
135
Properties=species:S:1:pos:R:3:lowdin_charge:R:1
Sb -2.0354 -2.8920 0.1199 1.2075
As 0.5933 -0.4162 3.1926 1.2147
S -0.2961 4.4116 1.7461 0.2243
S -0.2941 -0.5014 -4.0292 0.9798
S -2.1255 -0.6197 0.7866 0.0434
S 0.4770 3.7512 -1.6638 0.9121
S -2.6528 3.5245 -0.5355 0.2338
P -2.1685 4.0631 1.2879 -0.2250
Na 0.1763 0.4467 -0.5227 0.0096
O -2.6869 2.9506 2.3439 -0.3859
O 0.7064 2.2687 -1.6390 -0.5391
O -3.1221 5.3333 1.6830 -0.3679
O -0.2617 -0.5198 -2.5421 -0.5252
N 2.6841 1.4210 0.5429 0.1318
C 3.1773 -3.4498 -0.5901 -0.1188
C -0.8672 -4.2040 -2.3407 -0.1829
C 0.5885 2.1538 -4.6268 -0.2380
C 1.4928 -2.1547 2.9028 -0.4332
C 0.3795 -6.2056 -2.8072 -0.1253
C -4.9012 -2.0772 -0.5993 -0.1551
C 4.0457 3.3531 0.9327 -0.0834
C -4.6820 2.5562 3.6001 -0.0718
C -2.5043 -3.8061 2.0080 -0.3612
C -4.3548 -4.1634 -1.6292 -0.1247
C 3.0857 0.7111 4.2323 -0.1895
C 5.0397 1.2762 0.2926 -0.0395
C 3.0359 -1.0103 -6.2708 -0.1021
C 1.7150 0.2364 4.6914 -0.4694
C 2.2837 5.7926 -2.1919 -0.0804
C -1.9465 0.0099 4.4885 -0.2048
C 4.6327 -1.6535 0.0260 -0.0946
C 5.1765 2.6104 0.6272 -0.1013
C -5.6135 -4.2026 -2.2175 -0.1159
C -3.5048 -3.2073 2.7761 -0.1562
C 2.3776 -0.6425 -3.5801 -0.0473
C -0.7996 -5.9473 -0.7170 -0.1350
C 4.4532 -3.0008 -0.2429 -0.1364
C 2.1242 -2.5490 -0.6492 -0.1540
C -0.8891 -1.0718 4.3069 -0.4655
C 2.2352 -1.1657 -0.3819 -0.0813
C -2.0468 -5.2871 3.8728 -0.1098
C -4.1476 6.7581 3.2837 -0.0910
C -3.9789 -3.1028 -0.8086 -0.3312
C -6.1640 -2.1177 -1.1757 -0.1052
C 0.2288 3.6350 -4.5201 -0.2176
C 3.7668 0.6832 0.2688 -0.2258
C 3.0860 3.5374 -2.4902 -0.0717
C -6.5238 -3.1803 -1.9922 -0.1255
C 1.7830 -3.0206 4.1188 -0.1773
C 3.7043 -0.8040 -3.9619 -0.0467
C -3.7911 -3.6559 4.0560 -0.1054
C -0.6114 1.2294 -4.4939 -0.3029
C -1.2572 -4.6784 -1.0806 -0.3348
C -2.9306 5.9153 2.9699 -0.3555
C 4.3260 4.0335 -2.8694 -0.0724
C 3.5434 -0.7708 -0.0495 -0.2443
C 3.5233 6.2811 -2.5742 -0.0959
C 2.0662 4.4215 -2.1786 -0.3675
C -0.3872 4.1042 -3.2083 -0.3455
C 2.8237 2.7000 0.8646 -0.1701
C -0.0752 -4.9530 -3.1979 -0.1022
C 1.4017 -0.6733 -4.5607 -0.3870
C 4.0314 -0.9761 -5.2987 -0.0939
C 0.0090 -6.6992 -1.5682 -0.1217
C 1.7064 -0.8706 -5.9007 -0.1024
C 4.5442 5.4019 -2.9193 -0.1006
C -3.9912 2.3812 2.2624 -0.3290
C -1.7765 -4.8441 2.5817 -0.1346
C -3.0609 -4.6979 4.6113 -0.1166
H 3.2934 -1.1653 -7.3116 0.0923
H 5.9159 0.6918 0.0478 0.0863
H -5.8780 -5.0374 -2.8578 0.0882
H 5.1279 3.3433 -3.1004 0.1043
H -1.4480 -6.0820 4.3031 0.0919
H -5.6755 2.0998 3.5820 0.0711
H -1.1642 -3.2049 -2.6556 0.0722
H 2.9062 2.4734 -2.3908 0.1063
H 5.5157 5.7881 -3.2030 0.0922
H 0.8672 -3.3161 4.6373 0.0505
H -4.5973 -1.2210 -0.0044 0.0302
H -3.8607 1.3227 2.0203 0.0615
H -1.0909 -6.4002 0.2212 0.0714
H -4.1025 2.0832 4.3943 0.0633
H -3.9912 7.3386 4.1964 0.0666
H -4.3472 7.4532 2.4662 0.0710
H 2.0975 -0.5431 -2.5311 0.0747
H -2.0172 6.5153 2.9626 0.0855
H -0.4810 3.8984 -5.3139 0.1127
H -1.3196 -1.9277 3.7816 0.0336
H -3.2682 -5.0323 5.6214 0.0883
H 4.4681 -0.8118 -3.1930 0.1084
H 2.9914 1.5357 3.5273 0.0465
H -1.2704 1.5166 -3.6699 0.0927
H 2.3032 -3.9381 3.8250 0.0599
H 1.8995 3.2266 1.0946 0.0142
H -2.7888 5.1306 3.7187 0.1010
H 3.6996 7.3499 -2.5827 0.0946
H 0.2178 -4.5416 -4.1582 0.0942
H 3.6419 -0.0781 3.7179 0.0589
H -4.5591 2.8415 1.4508 0.0812
H -3.6637 -4.9780 -1.8086 0.0818
H -2.3210 0.3408 3.5180 0.0074
H 0.9191 -0.9216 -6.6453 0.1062
H 1.1364 4.2143 -4.7145 0.1055
H -0.9543 -5.2916 2.0446 0.0769
H -0.5027 -1.4291 5.2666 0.0556
H 2.4195 -2.5089 4.8447 0.0467
H 5.0677 -1.1044 -5.5886 0.0937
H 1.3163 1.9020 -3.8599 0.0795
H 4.0930 4.4018 1.1963 0.0963
H 5.2898 -3.6883 -0.1719 0.0762
H 3.0098 -4.5012 -0.8111 0.0828
H 2.3981 -1.9436 2.3309 0.0404
H 0.8389 -2.6806 2.2005 0.0428
H -1.5461 0.8967 4.9891 0.0607
H -4.7952 3.6159 3.8390 0.0559
H -5.0352 6.1382 3.4211 0.0625
H 1.1519 -2.9527 -0.9295 0.0561
H 3.7026 1.0551 5.0692 0.0551
H 1.4953 6.4732 -1.8904 0.1134
H 1.1524 1.0666 5.1288 0.0525
H 5.6207 -1.3208 0.3301 0.0795
H 1.0702 1.9781 -5.5923 0.1131
H -1.2094 1.2017 -5.4095 0.0878
H 6.1612 3.0663 0.6462 0.0920
H 0.3522 -7.6795 -1.2515 0.0871
H 1.0252 -6.7827 -3.4590 0.0862
H -2.7963 -0.3505 5.0800 0.0592
H -4.5694 -3.1672 4.6314 0.0953
H -6.8584 -1.3039 -0.9993 0.0929
H -4.0386 -2.3547 2.3696 0.0766
H -7.5044 -3.2073 -2.4544 0.0857
H 1.7975 -0.5353 5.4620 0.0404
H -0.5037 5.1924 -3.2046 0.0937
H -1.3807 3.6898 -3.0258 0.0347
```

Calculated values
LUMO (alpha / beta): 3.30 / 3.30 eV
orbital gap (alpha / beta): 4.2 / 5.0 eV
max |F|: 0.7 eV/A
molecular weight: 1216.117 g/mol
HOMO (alpha / beta): -0.034 / -0.064 Eh
spin multiplicity: 2
charge: -2